[1]
A structure of composition CHFLiO3Y at a distorted geometry, computed with the ωB97M-V functional and the def2-TZVPD basis.

Atoms and positions in Å:
Y (-2.49, 3.09, 1.11)
F (-0.99, 0.26, -1.36)
O (0.57, -0.35, 0.00)
O (1.50, -1.38, 0.10)
O (-0.86, 1.16, 0.65)
C (-0.55, 0.36, -0.17)
Li (1.30, -2.88, -1.11)
H (1.52, -0.25, 0.78)

## Properties
DFT total energy = -408.73275 hartree
max |F| = 0.1144 hartree/bohr
net charge = +3
frontier orbital gap (spin up / spin down) = 6.625 / 9.307 eV
lowest unoccupied orbital energy (spin up / spin down) = -13.44 / -13.59 eV
multiplicity = 2

These are the natural (NBO) partial charges, in e, on atoms 1 to 5: Y 1.973; F -0.211; O -0.420; O -0.460; O -0.714

---

[2]
An isolated molecule of C5H7NO, computed with the ωB97M-V functional and the def2-TZVPD basis.

Atoms and positions in Å:
O (0.38, 3.08, -0.61)
N (-0.24, 2.15, -0.15)
C (-0.32, -0.20, 0.47)
C (-1.36, -1.26, 0.13)
C (-0.80, 1.22, 0.29)
C (2.06, 0.67, -0.33)
C (0.93, -0.27, -0.45)
H (-2.23, -1.20, 0.79)
H (-0.91, -2.26, 0.25)
H (-1.70, -1.17, -0.90)
H (0.62, -0.41, -1.49)
H (1.55, -1.17, -0.21)
H (2.02, 1.12, 0.69)
H (-0.01, -0.30, 1.52)

## Properties
DFT total energy = -324.45808 hartree
max |F| = 0.0164 hartree/bohr
relative energy (zero: lowest compared OMol25 entry of this formula, charge and spin) = 699.4 kJ/mol
frontier orbital gap (spin up / spin down) = 8.616 / 8.616 eV
lowest unoccupied orbital energy (spin up / spin down) = -0.36 / -0.37 eV

These are the natural (NBO) partial charges, in e, on atoms 1 to 5: O -0.365; N 0.198; C -0.276; C -0.600; C 0.131

---

[3]
A structure of composition H28MgO22S2 at a distorted geometry, computed with the ωB97M-V functional and the def2-TZVPD basis.

Atoms and positions in Å:
S (-5.16, 0.61, 0.44)
S (0.39, -0.37, 0.04)
Mg (-1.88, 0.85, 0.21)
O (-5.44, 0.85, -0.95)
O (-3.68, 0.38, 0.47)
O (4.30, -0.43, 1.06)
O (3.36, -1.60, -1.47)
O (-5.91, -0.52, 1.00)
O (-0.96, -0.84, 0.24)
O (0.61, 3.52, -0.48)
O (0.64, -2.80, -3.01)
O (-5.37, 1.79, 1.21)
O (-2.13, 2.82, -0.21)
O (0.97, -0.71, -1.25)
O (-1.57, 1.10, 2.13)
O (2.80, 2.03, 1.48)
O (-1.88, -2.48, 2.41)
O (-1.16, -3.40, -0.78)
O (0.06, 0.36, -3.44)
O (1.35, -0.64, 1.08)
O (-2.17, 0.49, -1.78)
O (2.30, 1.56, -1.76)
O (0.12, 1.06, 0.11)
O (0.90, 0.78, 3.27)
O (2.68, -2.61, 1.92)
H (1.30, 0.61, 4.12)
H (-0.13, 4.02, -0.15)
H (-2.84, -2.49, 2.42)
H (-2.41, 3.49, 0.42)
H (4.28, -1.19, 1.64)
H (3.97, -0.74, 0.23)
H (-2.98, 0.17, -2.18)
H (-1.65, -2.00, 1.62)
H (2.32, -1.92, 1.36)
H (0.81, -1.99, -2.52)
H (1.81, 0.79, -1.48)
H (0.66, -2.54, -3.93)
H (2.36, 2.78, 1.87)
H (-2.14, 0.96, 2.90)
H (-1.52, 0.46, -2.49)
H (-1.20, -2.60, -0.25)
H (0.62, 0.96, -3.94)
H (0.64, -0.03, -2.79)
H (3.15, -3.18, 1.31)
H (-0.68, 1.08, 2.49)
H (0.50, 2.65, -0.10)
H (3.54, -2.37, -0.91)
H (3.21, 1.25, -1.84)
H (-2.03, 3.29, -1.03)
H (-0.44, -3.24, -1.39)
H (2.43, -1.43, -1.35)
H (2.11, 1.39, 1.33)
H (1.14, 0.03, 2.73)

## Properties
DFT total energy = -2668.85912 hartree
max |F| = 0.0753 hartree/bohr
relative energy (zero: lowest compared OMol25 entry of this formula, charge and spin) = 1.9 kJ/mol
net charge = -2
frontier orbital gap = 5.897 eV
lowest unoccupied orbital energy = 4.26 eV

These are the natural (NBO) partial charges, in e, on atoms 1 to 5: S 2.640; S 2.701; Mg 1.790; O -1.117; O -1.265

---

[4]
A structure of composition C42H40FeN7OSSb, computed with the ωB97M-V functional and the def2-TZVPD basis.

Atoms and positions in Å:
Sb (-1.24, 1.66, -0.37)
Fe (1.67, -1.36, -0.70)
S (-0.09, -1.11, -2.25)
O (1.15, -0.47, 1.00)
N (2.63, 0.25, -0.88)
N (-0.67, -3.13, -0.51)
N (3.06, -2.30, 0.36)
N (2.53, 1.16, 0.12)
N (0.64, -2.96, -0.23)
N (-2.41, -2.24, -1.68)
N (2.75, -1.85, -2.31)
C (0.58, -5.05, 1.09)
C (3.48, -0.79, -2.75)
C (-3.39, -3.04, -0.97)
C (-1.92, 3.74, 1.92)
C (2.62, -3.48, 0.87)
C (2.76, -2.98, -3.01)
C (1.73, 3.55, 3.49)
C (-0.21, 4.42, 0.39)
C (3.52, -3.14, -4.16)
C (2.02, 2.77, 2.38)
C (0.39, 1.77, 4.39)
C (1.23, -3.83, 0.54)
C (-1.13, 3.46, 0.81)
C (4.30, -1.90, 0.62)
C (-2.93, -1.30, 2.39)
C (-3.79, 4.24, -2.91)
C (-4.60, 2.00, -3.19)
C (-2.85, 3.79, -2.00)
C (5.18, -2.65, 1.39)
C (1.73, 0.66, 1.06)
C (3.42, 0.40, -1.89)
C (4.74, -3.85, 1.91)
C (-4.67, 3.35, -3.51)
C (0.92, 3.05, 4.50)
C (-1.80, 4.95, 2.59)
C (4.26, -2.07, -4.62)
C (-2.60, 0.56, 0.87)
C (-3.65, 1.55, -2.28)
C (-2.10, -0.55, 1.56)
C (3.45, -4.27, 1.65)
C (0.67, 0.99, 3.28)
C (-1.09, -2.24, -1.40)
C (-3.95, 0.89, 1.01)
C (4.26, 1.61, -2.14)
C (-4.78, 0.14, 1.83)
C (-0.89, 5.91, 2.14)
C (-3.53, -4.45, -1.54)
C (-2.77, 2.43, -1.67)
C (-0.10, 5.64, 1.04)
C (-4.27, -0.96, 2.52)
C (4.24, -0.88, -3.91)
C (1.49, 1.49, 2.27)
H (-3.62, 0.50, -2.04)
H (-2.58, -4.98, -1.46)
H (-3.84, 5.30, -3.14)
H (-4.34, -2.50, -1.02)
H (4.80, -0.01, -4.25)
H (-1.06, -0.83, 1.45)
H (-0.40, -5.17, 0.65)
H (-0.81, 6.85, 2.66)
H (0.69, 3.66, 5.36)
H (3.98, 2.09, -3.08)
H (-4.29, -5.01, -0.99)
H (0.62, 6.37, 0.69)
H (1.18, -5.94, 0.87)
H (4.11, 2.32, -1.32)
H (-5.29, 1.30, -3.65)
H (-3.10, -3.08, 0.07)
H (-5.41, 3.71, -4.22)
H (-2.41, 5.15, 3.46)
H (-5.82, 0.41, 1.94)
H (2.64, 3.16, 1.58)
H (2.13, -3.77, -2.62)
H (-4.92, -1.54, 3.16)
H (-2.53, -2.16, 2.91)
H (4.59, -0.95, 0.20)
H (0.48, -4.99, 2.18)
H (-0.25, 1.38, 5.17)
H (-3.83, -4.42, -2.59)
H (2.13, 4.55, 3.57)
H (6.18, -2.28, 1.57)
H (3.07, -5.20, 2.05)
H (-2.18, 4.50, -1.53)
H (4.85, -2.15, -5.52)
H (0.26, 0.00, 3.18)
H (5.32, 1.35, -2.20)
H (5.39, -4.46, 2.53)
H (0.44, 4.21, -0.46)
H (3.51, -4.09, -4.68)
H (-2.63, 3.00, 2.28)
H (-2.71, -1.58, -2.37)
H (-4.35, 1.74, 0.48)

## Properties
DFT total energy = -3985.20721 hartree
max |F| = 0.0174 hartree/bohr
relative energy (zero: lowest compared OMol25 entry of this formula, charge and spin) = 19.9 kJ/mol
frontier orbital gap = 6.801 eV
lowest unoccupied orbital energy = -0.10 eV

These are the Mulliken partial charges, in e, on atoms 1 to 5: Sb 0.614; Fe -0.223; S -0.679; O -0.360; N 2.047

---

[5]
A cluster of 2 separate species, C7H16 in total at a distorted geometry, computed with the ωB97M-V functional and the def2-TZVPD basis.

Atoms and positions in Å:
C (-2.00, -0.38, 1.52)
C (0.83, -0.66, -0.97)
C (-1.06, -0.04, 0.38)
C (-1.76, 0.74, -0.70)
C (2.28, -0.98, -1.05)
C (1.24, 1.58, 0.48)
C (-0.02, -1.10, 0.12)
H (0.39, -0.46, -1.94)
H (-2.86, -0.99, 1.20)
H (-0.59, -1.98, -0.24)
H (0.99, 2.46, 1.08)
H (2.07, 1.05, 0.95)
H (-1.51, -0.93, 2.32)
H (2.53, -1.59, -1.92)
H (0.16, 0.94, 0.62)
H (1.53, 1.92, -0.50)
H (-2.41, 0.10, -1.31)
H (0.52, -1.40, 1.02)
H (-2.40, 0.53, 1.97)
H (2.87, -0.06, -1.18)
H (-2.39, 1.53, -0.28)
H (2.64, -1.51, -0.16)
H (-1.06, 1.24, -1.38)

## Properties
DFT total energy = -276.14094 hartree
max |F| = 0.0439 hartree/bohr
relative energy (zero: lowest compared OMol25 entry of this formula, charge and spin) = 455.4 kJ/mol
frontier orbital gap (spin up / spin down) = 8.059 / 7.628 eV
lowest unoccupied orbital energy (spin up / spin down) = 1.01 / 0.46 eV

These are the natural (NBO) partial charges, in e, on atoms 1 to 5: C -0.660; C -0.077; C 0.061; C -0.671; C -0.676

---

[6]
A cluster of 2 separate species, C2H10N2S in total at a distorted geometry, computed with the ωB97M-V functional and the def2-TZVPD basis.

Atoms and positions in Å:
S (-0.58, -0.47, 2.10)
N (-0.07, -0.06, -2.63)
N (1.91, -0.60, -1.34)
C (-1.61, 0.93, 1.51)
C (0.94, 0.41, -1.68)
H (0.39, 0.74, -0.79)
H (2.61, -0.16, -0.76)
H (-1.93, 0.71, 0.50)
H (1.48, 1.27, -2.09)
H (-0.48, 0.77, -3.05)
H (-2.43, 1.09, 2.18)
H (1.50, -1.34, -0.77)
H (-0.99, 1.83, 1.48)
H (0.42, -0.49, -3.41)
H (0.58, 0.12, 1.82)

## Properties
DFT total energy = -589.86834 hartree
max |F| = 0.0227 hartree/bohr
relative energy (zero: lowest compared OMol25 entry of this formula, charge and spin) = 48.5 kJ/mol
SMILES = NCN.CS
frontier orbital gap = 9.908 eV
lowest unoccupied orbital energy = 0.77 eV

These are the natural (NBO) partial charges, in e, on atoms 1 to 5: S -0.055; N -0.831; N -0.837; C -0.720; C -0.041

---

[7]
A cluster of 2 separate species, CH3N2P in total at a distorted geometry, computed with the ωB97M-V functional and the def2-TZVPD basis.

Atoms and positions in Å:
P (-0.02, 0.91, -0.13)
N (2.48, -0.55, 0.11)
N (-1.07, -0.39, -0.34)
C (1.46, -0.02, 0.11)
H (-1.95, -0.15, -0.77)
H (-0.22, 1.42, 1.76)
H (-0.68, -1.24, -0.73)

## Properties
DFT total energy = -490.69633 hartree
max |F| = 0.0632 hartree/bohr
relative energy (zero: lowest compared OMol25 entry of this formula, charge and spin) = 121.4 kJ/mol
frontier orbital gap = 9.062 eV
lowest unoccupied orbital energy = -0.08 eV

These are the natural (NBO) partial charges, in e, on atoms 1 to 5: P 0.816; N -0.268; N -1.160; C -0.115; H 0.398